Record 1
This record from the OMol25 dataset describes a molecular structure, C47H47BIrN7O11S in a non-equilibrium geometry. The level of theory is ωB97M-V/def2-TZVPD.

Last column: Löwdin spin population.
Geometry (Å):
Ir: 1.056 0.384 -0.708  1.62
S: -1.692 2.112 -1.384  0.64
O: 0.365 6.105 -1.029  0.21
O: -1.469 -0.157 -1.283  0.26
O: 6.502 5.756 -0.895  0.02
O: 1.364 2.282 -0.716  0.29
O: -0.024 -0.280 2.145  0.00
O: 4.994 7.311 -0.932  0.00
O: 3.429 0.418 -0.907  0.16
O: 5.393 1.216 -0.344  0.02
O: 1.770 1.103 2.159  0.00
O: 1.175 -0.681 -7.620  0.00
O: -0.247 4.136 -0.338  0.26
N: -4.279 2.577 -0.898  0.00
N: 0.622 0.912 -5.367  0.00
N: 1.108 0.524 -2.993  0.00
N: 5.327 6.126 -0.873  0.01
N: 0.630 4.936 -0.698  0.26
N: -3.645 0.379 -0.881  0.02
N: 1.049 -1.442 -0.845  0.35
C: 2.967 5.515 -0.816  0.13
C: 1.708 1.260 -6.267  0.00
C: -0.652 -0.199 7.073  0.00
C: -3.309 1.651 -1.008  0.05
C: -3.653 4.488 0.563  0.00
C: 4.207 1.374 -0.619  0.01
C: -3.033 -1.910 -0.836  0.01
C: 1.701 -5.375 -3.435  0.00
C: -2.084 0.352 7.017  0.00
C: -5.913 1.653 0.746  0.00
C: 1.186 1.047 5.793  0.00
C: 2.417 -3.096 0.223  0.03
C: 2.226 -0.005 -6.961  0.00
C: 1.841 1.423 4.626  0.00
C: -2.653 -0.505 -1.000  0.01
C: 2.300 3.135 -0.684  0.04
C: -4.367 -2.293 -1.003  0.00
C: 3.696 2.808 -0.650  0.05
C: 4.311 5.146 -0.786  0.05
C: -0.106 -3.893 -3.972  0.00
C: 0.891 0.681 -4.110  0.00
C: 0.648 -5.020 -4.267  0.02
C: 3.985 -3.915 2.371  0.01
C: -2.076 -2.881 -0.528  0.00
C: -3.955 3.984 -0.845  0.03
C: -0.681 -1.732 7.161  0.00
C: -2.447 -4.206 -0.421  0.00
C: 2.222 -4.351 0.798  0.01
C: -3.769 -4.584 -0.609  0.00
C: 1.240 -3.489 -2.008  0.02
C: 3.007 -4.756 1.863  0.00
C: -0.437 0.150 -6.006  0.00
C: 0.161 -1.070 -6.717  0.00
C: -0.404 -0.290 4.585  0.00
C: 0.186 -3.132 -2.862  0.02
C: -5.643 2.141 -0.677  0.00
C: 0.077 0.205 5.798  0.00
C: 4.181 -2.668 1.801  0.00
C: 0.247 0.070 3.427  0.00
C: 4.653 3.799 -0.679  0.07
C: 3.403 -2.256 0.737  0.01
C: 1.980 4.538 -0.740  0.07
C: 1.358 0.922 3.436  0.00
C: -4.728 -3.618 -0.893  0.00
C: 0.014 0.332 8.346  0.00
C: 1.998 -4.621 -2.315  0.01
C: 1.554 -2.606 -0.876  0.14
B: 0.918 0.364 1.346  0.01
H: -0.921 0.804 -6.739  0.00
H: 2.837 -4.891 -1.690  0.00
H: -6.306 2.977 -0.913  0.00
H: -5.255 0.817 0.964  0.00
H: -5.734 2.443 1.472  0.00
H: 2.298 -6.244 -3.667  0.00
H: -4.056 -5.623 -0.529  0.00
H: 3.562 -1.295 0.274  0.00
H: -3.386 5.540 0.519  0.00
H: 1.310 1.954 -7.015  0.00
H: 1.440 -4.999 0.426  0.00
H: 1.565 1.442 6.721  0.00
H: -5.099 -1.534 -1.231  0.00
H: -4.506 4.372 1.228  0.00
H: -2.640 0.058 7.906  0.00
H: -4.791 4.544 -1.276  0.00
H: -1.057 -2.568 -0.361  0.00
H: -5.842 1.319 -1.372  0.00
H: -3.063 4.140 -1.459  0.02
H: 2.692 -0.667 -6.215  0.00
H: -1.265 -0.936 4.531  0.00
H: -0.539 -0.020 9.216  0.00
H: 1.037 -0.028 8.429  0.00
H: 4.590 -4.235 3.207  0.00
H: 0.016 1.419 8.368  0.00
H: 2.957 0.244 -7.733  0.00
H: -2.063 1.438 6.965  0.00
H: 4.943 -2.007 2.183  0.00
H: 2.690 2.086 4.657  0.00
H: 0.569 -1.767 -5.969  0.00
H: -1.700 -4.954 -0.196  0.00
H: -2.807 3.944 0.970  0.00
H: -1.149 -2.050 8.092  0.00
H: 0.334 -2.122 7.131  0.00
H: -1.164 -0.158 -5.254  0.00
H: 0.424 -5.614 -5.142  0.00
H: 5.696 3.519 -0.641  0.00
H: -6.948 1.326 0.835  0.00
H: -1.235 -2.166 6.334  0.00
H: -0.594 -1.581 -7.318  0.00
H: -0.382 -2.244 -2.629  0.00
H: -0.928 -3.611 -4.616  0.00
H: 2.504 1.746 -5.705  0.00
H: 2.688 6.556 -0.873  0.01
H: 2.853 -5.731 2.302  0.00
H: -5.761 -3.903 -1.043  0.00
H: -2.611 -0.017 6.142  0.00

Force components x, y, z for each atom (eV/Å):
1.48 1.50 0.68
-0.19 0.49 0.16
-0.45 1.88 -0.40
-0.80 -1.12 0.06
-0.49 0.30 0.02
-1.87 -1.96 -0.46
-0.53 -0.51 -0.47
0.24 -0.59 0.03
-1.67 -1.09 -0.27
0.29 -0.19 0.03
0.59 0.35 -0.28
-0.07 0.00 -0.13
-1.94 -1.52 0.90
0.35 -0.46 0.06
-0.17 0.21 -0.44
-0.01 -0.10 0.24
1.08 1.07 -0.10
2.64 0.02 -0.55
-0.52 -0.74 0.27
0.45 -1.46 -0.25
0.29 0.46 -0.07
0.54 -0.12 -0.46
-0.08 -0.04 0.16
0.29 0.63 -0.58
-0.06 -0.10 -0.18
0.73 1.20 0.39
-0.07 -1.03 0.15
-0.10 -0.12 -0.24
0.18 -0.09 0.06
0.07 0.10 -0.17
-0.19 -0.11 0.16
0.24 0.03 0.37
0.08 0.29 0.13
0.10 0.00 -0.56
0.47 1.42 -0.36
3.16 2.15 0.24
0.35 0.25 -0.02
-1.49 -0.82 0.11
-1.25 -1.82 0.13
-0.12 -0.07 -0.21
0.09 0.06 0.52
0.13 -0.02 0.12
0.02 -0.01 -0.02
-0.28 0.53 -0.08
0.23 0.52 0.10
-0.01 0.20 0.04
-0.07 -0.30 0.03
-0.06 0.07 -0.07
0.01 0.13 0.02
-0.35 -0.26 -0.75
-0.07 -0.13 0.04
-0.23 -0.50 -0.37
-0.20 0.12 0.13
0.08 0.00 -0.48
0.28 0.00 0.27
-0.37 -0.32 0.23
0.14 0.12 0.12
0.10 -0.02 0.12
0.56 0.49 0.64
0.79 1.11 -0.17
-0.17 0.00 -0.14
-1.05 -0.26 0.21
-0.68 -0.43 0.60
-0.06 -0.30 -0.03
-0.08 -0.07 -0.26
-0.04 0.28 0.21
-0.15 0.41 0.48
0.18 0.19 -0.37
0.00 -0.07 0.10
0.03 -0.01 0.02
0.13 -0.04 -0.09
0.00 -0.07 0.09
0.00 0.05 0.07
0.07 -0.08 -0.02
0.00 -0.07 0.00
0.09 0.27 -0.09
0.10 0.11 0.02
0.07 -0.02 0.09
-0.04 -0.08 -0.05
0.02 0.02 0.14
-0.04 0.06 0.01
-0.14 -0.01 0.05
-0.09 -0.04 0.10
0.11 -0.09 -0.08
0.09 0.02 0.00
-0.09 0.17 0.05
-0.14 0.17 -0.04
0.00 0.05 -0.07
-0.12 -0.11 0.00
-0.05 -0.02 0.06
0.15 0.00 0.05
0.05 -0.02 0.04
0.05 0.13 0.02
0.00 0.01 0.15
-0.03 0.12 -0.02
0.09 0.09 0.03
0.11 0.08 -0.06
-0.04 0.02 -0.05
0.06 -0.05 0.04
0.18 -0.01 0.07
-0.08 -0.06 0.10
0.10 -0.09 0.01
-0.03 0.06 -0.03
-0.02 -0.04 -0.05
-0.12 -0.11 -0.01
-0.09 -0.03 0.03
-0.07 -0.10 -0.08
0.00 0.01 0.15
-0.09 0.12 0.01
-0.05 0.01 -0.02
-0.06 0.04 -0.03
-0.13 -0.13 -0.03
-0.05 -0.06 0.05
-0.03 -0.05 0.02
-0.11 -0.04 -0.09

The value obtained for the HOMO energy (spin up / spin down) is -1.9 / -5.3 eV. For the orbital gap (spin up / spin down), the calculation gives 3.7 / 5.1 eV. As for the energy above the lowest of the compared OMol25 structures with the same formula, charge and spin: 4.229 eV. As for the total charge: -1. For the LUMO energy (spin up / spin down), the calculation gives 1.83 / -0.21 eV. As for the spin multiplicity: 6.


Record 2
This record from the OMol25 dataset describes a molecular structure, C47H47CaF5N2OSSb2Se2 in a non-equilibrium geometry. The level of theory is ωB97M-V/def2-TZVPD.

Last column: Mulliken charge in e.
Geometry (Å):
Sb: -1.005 -2.575 -2.653  0.26
Sb: -2.677 -3.465 1.294  0.63
Se: -2.544 0.035 1.849  -0.03
Se: -1.148 3.805 0.571  -0.48
Ca: 0.985 1.482 0.334  0.86
S: -1.139 0.639 -1.140  0.11
F: -6.109 3.433 3.576  -0.32
F: -4.636 2.325 1.752  -0.33
F: -3.973 0.913 6.909  -0.36
F: -2.597 -0.513 4.978  -0.43
F: -5.642 2.857 6.288  -0.34
O: 1.434 -0.940 0.416  0.52
N: 1.252 1.431 2.780  0.33
N: -0.843 1.053 -4.001  -0.74
C: -4.650 -3.186 0.220  -1.26
C: 6.664 -0.455 -1.345  -0.45
C: -4.507 1.826 3.008  0.15
C: 1.582 4.497 -4.886  -0.66
C: 4.637 -1.200 -2.461  -0.64
C: 4.010 -0.023 -2.120  0.05
C: 2.828 2.513 -1.332  -0.44
C: 1.121 3.745 -2.628  0.09
C: -2.074 -2.536 -4.567  -1.42
C: -3.443 0.445 4.634  0.09
C: 2.995 2.859 -3.825  -0.36
C: -3.363 -4.098 3.263  -1.22
C: 1.450 -1.509 1.722  -0.29
C: 2.824 -1.364 2.417  -0.91
C: 4.155 2.275 -1.089  -0.96
C: -4.140 1.154 5.596  0.12
C: 4.762 0.992 -1.446  1.12
C: 0.254 2.008 4.918  -0.77
C: 2.307 3.015 -2.617  0.94
C: 0.210 7.703 0.637  -0.32
C: -2.485 -5.909 -3.371  -0.67
C: -0.115 5.323 0.805  0.49
C: 2.330 0.783 4.867  -0.90
C: -5.221 2.524 3.976  0.16
C: -0.924 0.871 -2.858  -0.01
C: 0.299 2.063 3.508  -0.34
C: -3.565 0.754 3.259  -0.01
C: -2.698 -5.754 -0.888  1.35
C: 6.079 0.726 -1.025  -0.90
C: 1.282 1.348 5.614  -0.47
C: -0.664 -4.739 -2.137  -1.69
C: 1.488 7.498 0.122  -0.44
C: 2.667 3.650 -4.951  -0.55
C: -4.058 -6.215 -1.006  -0.65
C: -2.150 -5.539 0.439  -1.89
C: -1.929 -5.497 -2.079  0.61
C: 2.294 0.831 3.448  0.50
C: -0.584 6.661 1.028  -0.65
C: 6.009 -1.352 -2.141  -0.47
C: -3.823 -6.241 -3.452  -0.61
C: 0.868 -2.071 -3.589  -1.28
C: 0.735 4.426 -3.754  -0.69
C: -4.575 -6.427 -2.264  -0.54
C: 2.019 6.237 0.035  -0.73
C: 1.231 5.159 0.452  -0.37
C: -5.018 2.194 5.297  0.60
C: 3.318 0.094 2.661  -0.22
H: 2.827 -1.846 3.383  0.45
H: -5.212 -2.478 0.863  0.44
H: -3.348 -3.237 3.945  0.18
H: 7.662 -0.643 -0.988  0.39
H: -0.074 -4.762 -1.228  0.42
H: 3.209 0.404 5.373  0.42
H: -2.761 -4.952 3.669  0.36
H: 1.064 -2.717 -4.472  0.46
H: -1.754 -3.368 -5.216  0.38
H: 2.918 0.102 -2.194  0.38
H: 2.013 8.396 -0.213  0.29
H: 4.259 0.033 3.246  0.48
H: 1.347 5.256 -5.647  0.29
H: -1.768 -1.575 -5.025  0.44
H: -1.918 -5.745 -4.307  0.35
H: -1.585 6.870 1.462  0.29
H: 1.128 -1.575 -0.245  -0.16
H: 4.116 -2.007 -2.936  0.47
H: -4.386 -2.838 -0.776  0.25
H: 3.496 -1.983 1.827  0.44
H: -5.151 -4.174 0.139  0.44
H: 1.661 -2.136 -2.885  0.26
H: -4.283 -6.465 -4.451  0.31
H: -4.406 -4.451 3.112  0.41
H: 6.581 -2.235 -2.563  0.25
H: 0.656 -1.097 2.320  0.23
H: -0.430 2.652 2.915  0.14
H: 1.695 4.179 0.391  0.67
H: 4.864 3.030 -0.608  -0.13
H: -4.611 -6.344 -0.084  0.48
H: -0.608 2.377 5.515  0.41
H: -3.151 -2.539 -4.426  0.38
H: 3.824 2.165 -3.949  0.27
H: 1.297 1.212 6.685  0.40
H: 2.969 6.042 -0.414  0.48
H: -0.262 4.884 -3.753  0.36
H: -5.635 -6.623 -2.391  0.32
H: -0.146 8.719 0.757  0.34
H: 3.310 3.567 -5.841  0.34
H: -2.581 -6.148 1.297  0.52
H: 6.623 1.401 -0.400  0.38
H: 0.677 -1.021 -3.943  0.39
H: 3.474 0.612 1.716  -0.37
H: 1.252 -2.623 1.605  0.26
H: -0.039 -4.984 -3.009  0.63
H: 0.436 3.724 -1.770  0.18
H: -1.042 -5.596 0.461  0.45

Force components x, y, z for each atom (eV/Å):
-0.79 0.40 0.57
0.30 0.45 -0.98
-0.05 -0.38 0.35
-0.79 -1.07 0.66
-0.46 0.83 -0.93
-0.04 0.07 -2.03
-0.16 0.50 0.31
-0.08 -0.65 0.70
0.26 -0.42 0.38
0.42 -0.53 0.74
-0.08 -0.08 0.06
0.50 0.47 0.06
1.04 0.05 1.54
-0.04 -0.34 0.05
0.69 -0.97 1.30
0.97 -0.55 -0.35
1.26 -0.47 -0.55
-0.93 0.69 -0.14
1.36 0.44 0.28
0.18 0.49 1.11
2.40 1.06 -1.37
-1.38 0.07 -0.46
0.77 -0.19 -0.11
-0.62 0.83 -1.53
0.39 0.42 -1.23
-0.55 -0.82 -0.21
0.48 -2.09 0.30
-0.30 0.23 -0.77
-2.28 -0.15 0.46
-0.21 0.45 0.27
0.59 -0.71 0.40
0.00 -0.53 0.55
-0.19 -0.88 2.27
0.42 0.38 0.33
-0.06 1.34 1.41
0.69 1.02 -0.03
-0.52 0.88 -0.92
0.47 -1.02 -0.58
-0.05 0.10 1.64
0.05 -0.09 0.35
-1.30 1.90 0.34
-0.53 -0.52 -1.52
-1.63 0.52 -0.21
0.08 -0.16 -1.65
0.46 0.25 -0.92
-0.03 1.39 -0.32
0.53 -0.46 0.71
1.96 0.39 -0.80
0.17 0.44 2.23
-1.51 -1.01 -1.19
-1.45 0.48 1.36
-0.60 -1.28 0.10
-0.21 -2.09 -1.24
-0.13 -1.00 -0.15
-1.13 0.21 -1.46
-0.07 0.18 -0.22
-0.61 0.44 -0.70
-0.77 -0.59 0.52
0.55 0.93 -0.11
0.21 -0.27 -0.21
0.03 -0.78 -0.23
-0.52 -0.24 0.44
0.30 -0.28 -0.74
0.05 -0.29 -0.24
0.33 -0.21 -0.12
0.12 0.14 0.11
-0.06 -0.31 -0.09
-0.39 0.82 -0.37
-0.01 0.33 0.54
-0.22 0.27 0.14
0.63 0.23 -0.33
0.15 -0.39 -0.02
-0.41 0.22 -0.55
0.12 -0.70 0.03
-0.13 -0.44 0.30
-0.16 -0.13 0.77
0.67 -0.44 -0.55
-0.20 0.33 0.21
-0.22 -0.17 -0.33
-0.17 0.32 0.14
0.57 0.43 -0.23
0.14 0.72 0.12
0.84 0.12 0.52
0.40 0.29 1.13
0.52 0.18 0.38
-0.86 0.89 0.81
-0.53 0.25 0.16
0.23 -0.53 0.34
-0.25 0.02 -0.23
-0.57 -0.78 -0.19
-0.16 -0.12 -0.20
0.70 0.01 -0.90
-0.01 -0.11 0.06
-0.07 0.13 0.37
-0.20 0.28 0.13
0.57 -0.03 -0.05
0.58 0.15 -0.07
0.02 -0.27 0.15
-0.06 0.10 -0.02
-0.37 0.18 0.35
0.45 0.20 -1.41
0.02 0.67 0.22
0.44 -0.90 0.42
0.36 -0.01 -0.14
0.10 1.25 0.35
-0.10 -0.56 0.38
0.38 0.09 -0.22
-0.70 0.08 0.15

The value obtained for the HOMO energy (spin up / spin down) is -0.8 / -0.8 eV. For the orbital gap (spin up / spin down), the calculation gives 4.4 / 4.4 eV. As for the energy above the lowest of the compared OMol25 structures with the same formula, charge and spin: 4.808 eV. As for the total charge: -2. For the LUMO energy (spin up / spin down), the calculation gives 3.60 / 3.60 eV.